Computed, not measured: a molecular structure, C30H26N3O2PS3Sn in a non-equilibrium geometry, with ωB97M-V with the def2-TZVPD basis set.

Structure (XYZ):
```
66
Properties=species:S:1:pos:R:3:forces:R:3
Sn -1.058 1.903 0.211 -0.638 -0.477 -0.725
C -2.843 -6.536 1.071 0.042 0.063 0.025
C -2.296 -5.140 1.211 -0.019 -0.022 0.038
C -2.816 -4.267 2.170 0.031 -0.005 -0.043
C -2.329 -2.977 2.294 0.035 -0.058 -0.035
C -1.303 -2.567 1.450 -0.211 0.037 -0.059
C -0.749 -3.417 0.504 0.144 0.052 -0.013
C -1.250 -4.705 0.399 -0.001 -0.045 -0.034
S -0.839 -0.882 1.477 -0.181 0.086 0.487
O -0.998 -0.336 2.796 -0.156 -0.157 -0.090
O 0.458 -0.717 0.880 0.247 -0.264 -0.235
N -1.925 -0.093 0.553 0.403 0.610 0.007
C -2.341 -0.364 -0.742 0.000 -0.236 -0.027
C -2.979 -1.522 -1.190 0.041 -0.047 0.087
C -3.393 -1.566 -2.505 0.044 0.044 0.048
C -3.205 -0.464 -3.337 -0.026 -0.072 -0.015
C -2.604 0.654 -2.808 0.125 0.153 -0.018
N -2.174 0.695 -1.545 0.250 0.081 0.365
H -3.883 -6.583 1.393 0.023 -0.012 -0.004
H -2.270 -7.234 1.687 -0.015 0.004 -0.016
H -2.784 -6.878 0.038 0.005 -0.003 0.033
H -3.615 -4.604 2.820 0.010 0.015 -0.035
H -2.730 -2.286 3.027 0.014 -0.042 -0.055
H 0.051 -3.061 -0.139 -0.087 -0.018 0.036
H -0.827 -5.380 -0.337 -0.037 0.023 0.018
H -3.150 -2.345 -0.510 0.026 0.005 -0.046
H -3.876 -2.458 -2.884 -0.005 0.015 0.005
H -3.523 -0.476 -4.370 0.006 0.023 0.043
H -2.441 1.547 -3.397 0.025 0.011 0.006
N -2.589 2.907 0.862 0.542 -0.024 -0.222
C -2.721 4.130 1.484 -0.014 0.294 0.039
C -3.803 4.935 1.066 0.026 -0.270 0.197
C -4.204 6.029 1.819 0.087 -0.005 -0.111
C -3.482 6.419 2.937 0.047 0.017 0.087
C -2.350 5.697 3.302 0.014 0.046 -0.054
C -1.974 4.570 2.595 -0.037 -0.122 -0.244
H -4.354 4.615 0.189 -0.014 0.070 0.063
H -5.079 6.593 1.520 0.027 -0.009 -0.035
H -3.787 7.282 3.517 0.009 -0.034 -0.045
H -1.760 6.015 4.154 -0.012 -0.030 -0.021
H -1.094 3.999 2.873 -0.056 -0.010 0.115
S 1.205 -1.124 -2.484 -0.024 -0.016 0.323
P 2.153 0.243 -1.466 0.238 0.059 -0.304
S 1.126 2.034 -1.071 -0.642 0.374 0.434
C 3.027 -0.259 0.048 -0.083 -0.081 -0.071
C 3.707 -1.472 0.001 -0.011 -0.020 0.007
C 4.467 -1.881 1.086 0.007 0.020 0.055
C 4.547 -1.082 2.220 -0.037 0.020 -0.052
C 3.859 0.123 2.267 0.001 -0.002 -0.040
C 3.099 0.538 1.181 0.178 -0.012 0.068
C 3.561 0.933 -2.437 -0.122 -0.002 -0.047
C 4.112 2.189 -2.183 0.028 -0.064 0.006
C 5.219 2.623 -2.900 -0.022 0.015 0.048
C 5.796 1.803 -3.860 0.009 -0.028 -0.011
C 5.258 0.548 -4.110 -0.034 -0.010 0.048
C 4.139 0.117 -3.408 -0.026 0.112 -0.028
H 3.630 -2.098 -0.882 -0.005 0.017 0.035
H 4.996 -2.826 1.050 -0.017 0.027 -0.016
H 5.144 -1.398 3.066 -0.031 -0.005 -0.017
H 3.910 0.743 3.154 -0.004 -0.018 -0.031
H 2.563 1.476 1.226 -0.014 -0.013 -0.018
H 3.675 2.834 -1.433 0.024 -0.001 0.019
H 5.634 3.604 -2.704 -0.039 -0.054 -0.002
H 6.662 2.146 -4.415 -0.054 -0.032 0.035
H 5.706 -0.099 -4.855 -0.043 0.042 0.024
H 3.694 -0.846 -3.625 0.011 -0.014 0.014
```
Positions in Å, forces in eV/Å.

E_HOMO in eV: -7.34
Charge: 0
Strongest force on any atom in eV/Å: 1.08
DFT total energy in Eh: -3223.75373
Frontier orbital gap in eV: 6.0


Computed, not measured: a molecular structure, C30H26N4O2SiTi, with ωB97M-V with the def2-TZVPD basis set.

Structure (XYZ):
```
64
Properties=species:S:1:pos:R:3:forces:R:3
Ti -0.777 0.073 0.078 -0.309 0.180 -0.383
O -1.345 -0.115 1.769 0.114 0.084 0.013
C -1.956 -0.977 2.613 -0.039 -0.087 -0.012
C -1.831 -0.825 3.985 -0.015 -0.035 -0.035
C -2.493 -1.709 4.819 0.018 0.020 0.007
C -3.270 -2.735 4.290 -0.021 -0.032 0.000
C -3.385 -2.883 2.922 0.016 0.012 -0.001
C -2.728 -2.004 2.056 0.036 0.042 0.097
C -2.807 -2.132 0.611 -0.058 -0.061 -0.034
N -2.136 -1.411 -0.305 0.181 -0.003 0.129
C -2.467 -1.909 -1.556 -0.075 0.014 -0.064
C -3.356 -2.912 -1.398 0.055 -0.022 -0.021
N -3.548 -3.042 -0.039 -0.014 0.069 0.037
H -1.223 -0.022 4.376 0.003 0.007 0.003
H -2.405 -1.600 5.891 0.005 0.005 0.003
H -3.782 -3.422 4.948 0.000 0.000 0.003
H -3.989 -3.697 2.540 0.003 0.000 -0.020
H -2.027 -1.516 -2.455 0.001 -0.002 0.000
H -3.853 -3.546 -2.110 0.007 -0.003 -0.010
H -4.154 -3.716 0.400 -0.005 0.004 -0.004
O 0.230 -0.455 -1.310 0.026 0.097 0.259
Si 1.834 0.088 -1.043 0.043 -0.120 -0.077
C 1.377 1.824 -0.457 0.022 -0.032 0.002
C 1.192 2.884 -1.352 0.009 0.017 0.002
C 0.579 4.059 -0.945 -0.003 -0.001 0.008
C 0.102 4.195 0.358 0.004 -0.009 0.005
C 0.268 3.162 1.263 -0.003 0.016 -0.015
C 0.911 1.988 0.861 -0.062 -0.077 -0.002
C 2.230 -0.854 0.518 0.001 0.085 -0.036
C 3.370 -0.551 1.272 -0.003 -0.008 -0.003
C 3.549 -1.094 2.532 -0.004 -0.006 0.005
C 2.585 -1.939 3.078 -0.002 0.003 -0.005
C 1.453 -2.257 2.350 0.008 0.007 0.005
C 1.283 -1.720 1.075 -0.029 -0.068 0.009
C 2.892 0.013 -2.535 -0.059 0.013 0.068
C 2.771 -1.040 -3.447 -0.034 -0.021 0.012
C 3.615 -1.117 -4.543 0.013 0.005 -0.011
C 4.591 -0.147 -4.734 -0.005 -0.003 0.008
C 4.726 0.900 -3.835 0.009 0.002 -0.008
C 3.878 0.982 -2.740 0.003 0.017 0.018
H 1.549 2.793 -2.372 0.002 0.003 -0.003
H 0.478 4.883 -1.641 0.002 0.002 -0.005
H -0.371 5.118 0.666 -0.003 0.000 0.009
H -0.067 3.270 2.286 -0.004 0.006 0.001
H 1.128 1.230 1.613 0.015 0.013 -0.008
H 4.126 0.115 0.872 0.003 0.007 -0.003
H 4.441 -0.860 3.098 0.003 0.001 0.000
H 2.733 -2.358 4.064 -0.003 -0.004 0.003
H 0.714 -2.937 2.756 0.006 -0.005 0.003
H 0.436 -2.069 0.484 0.046 -0.044 -0.005
H 2.016 -1.805 -3.303 0.000 -0.003 0.000
H 3.517 -1.933 -5.246 -0.003 -0.002 0.000
H 5.252 -0.211 -5.589 0.002 0.001 -0.002
H 5.490 1.651 -3.985 0.000 0.002 -0.001
H 3.994 1.806 -2.044 0.002 0.003 0.001
N -2.892 2.896 -2.137 0.045 -0.038 -0.028
C -3.580 3.052 -0.952 0.001 0.003 0.038
C -3.002 2.203 -0.071 -0.060 0.024 0.008
N -1.971 1.535 -0.716 0.148 -0.097 0.041
C -1.935 1.987 -1.966 -0.014 0.009 -0.018
H -3.078 3.386 -2.999 -0.006 0.003 0.006
H -4.400 3.739 -0.851 -0.004 0.001 0.016
H -3.237 2.019 0.962 -0.008 0.006 -0.002
H -1.246 1.667 -2.729 -0.005 0.002 -0.001
```
Positions in Å, forces in eV/Å.

E_HOMO in eV: -14.00
Charge: +2
ΔE to the lowest compared entry with this formula, charge and spin in kcal/mol: 3.4
Strongest force on any atom in eV/Å: 0.52
DFT total energy in Eh: -2666.98726
Frontier orbital gap in eV: 6.7


Computed, not measured: a molecular structure, C30H27GeN2O3RuS2, with ωB97M-V with the def2-TZVPD basis set.

Structure (XYZ):
```
66
Properties=species:S:1:pos:R:3:forces:R:3
Ru -0.177 -0.246 0.629 0.029 -0.201 0.352
O 4.133 0.026 -0.270 0.004 -0.017 -0.001
C 4.504 -1.086 0.418 -0.043 -0.008 0.003
C 5.861 -1.388 0.431 0.042 -0.009 0.005
C 6.322 -2.496 1.109 0.008 0.040 -0.030
C 5.439 -3.333 1.791 -0.043 -0.016 0.017
C 4.097 -3.040 1.785 0.041 -0.002 -0.004
C 3.600 -1.916 1.103 0.007 -0.102 0.043
C 2.165 -1.659 1.155 -0.117 0.284 -0.342
O 1.694 -0.610 0.425 -0.013 -0.011 0.336
N 1.346 -2.366 1.846 0.086 -0.124 0.009
N 0.042 -1.887 1.775 0.142 0.028 -0.031
C -0.770 -2.486 2.600 -0.072 -0.020 0.060
S -2.445 -2.044 2.712 0.048 -0.018 -0.015
C -2.721 -2.951 4.265 -0.011 0.020 -0.009
C -1.866 -4.198 4.222 0.014 -0.008 0.009
S -0.205 -3.738 3.649 -0.013 0.032 -0.044
H 3.167 0.082 -0.227 0.014 0.023 0.000
H 6.536 -0.733 -0.104 -0.003 0.002 -0.001
H 7.382 -2.715 1.106 -0.002 -0.008 0.006
H 5.804 -4.202 2.319 0.007 0.002 -0.003
H 3.395 -3.676 2.308 -0.003 0.002 0.000
H -3.783 -3.185 4.316 0.001 -0.001 0.004
H -2.451 -2.300 5.094 0.000 -0.003 0.004
H -2.275 -4.947 3.546 -0.003 0.000 0.001
H -1.757 -4.635 5.213 -0.003 -0.001 -0.001
C 1.900 2.628 2.113 -0.011 0.005 0.078
C 2.350 2.609 0.799 -0.006 -0.017 -0.072
C 1.462 2.335 -0.227 0.017 -0.037 0.025
C 0.099 2.108 0.052 0.173 0.120 -0.095
C -0.348 2.176 1.395 -0.138 -0.106 -0.024
C 0.558 2.403 2.419 0.075 -0.055 -0.002
Ge -1.125 2.041 -1.412 -0.161 -0.066 -0.150
C -2.865 2.717 -1.163 0.128 -0.045 -0.111
C -3.898 2.244 -1.984 -0.043 0.023 0.010
C -5.184 2.721 -1.808 0.009 -0.005 -0.005
C -5.438 3.678 -0.832 0.005 0.004 0.003
C -4.415 4.161 -0.024 0.002 0.006 0.007
C -3.127 3.680 -0.181 -0.015 0.008 0.007
C -0.494 1.322 -3.041 -0.107 0.059 0.120
C -1.107 1.712 -4.240 0.009 -0.010 -0.020
C -0.638 1.213 -5.443 -0.006 0.002 0.001
C 0.429 0.321 -5.454 -0.004 0.004 0.001
C 1.038 -0.074 -4.267 0.000 0.000 0.016
C 0.584 0.426 -3.060 0.048 -0.031 -0.040
H 2.603 2.821 2.913 -0.007 -0.002 0.004
H 3.395 2.780 0.579 -0.001 -0.001 -0.008
H 1.823 2.290 -1.249 0.001 0.021 0.004
H -1.405 2.057 1.619 -0.001 0.057 0.026
H 0.220 2.428 3.446 0.002 0.006 0.001
H -3.702 1.501 -2.749 0.002 -0.003 0.004
H -5.987 2.356 -2.433 -0.002 0.001 0.003
H -6.443 4.057 -0.704 -0.001 0.000 -0.001
H -4.623 4.915 0.722 -0.001 0.000 0.000
H -2.331 4.072 0.441 0.004 -0.006 0.003
H -1.931 2.415 -4.237 0.002 0.000 -0.001
H -1.099 1.519 -6.372 0.003 -0.001 -0.002
H 0.792 -0.066 -6.397 0.001 -0.002 0.001
H 1.871 -0.764 -4.287 0.000 -0.001 -0.006
H 1.066 0.111 -2.140 -0.020 0.016 0.004
C -1.765 -2.220 -1.298 -0.001 -0.026 0.028
C -1.544 -1.098 -0.371 -0.047 0.191 -0.045
O -2.325 -0.324 0.166 -0.033 0.004 -0.130
H -2.734 -2.126 -1.785 0.001 -0.008 -0.002
H -1.746 -3.138 -0.701 0.010 0.005 0.008
H -0.953 -2.279 -2.020 -0.003 0.006 -0.005
```
Positions in Å, forces in eV/Å.

E_HOMO (spin up / spin down) in eV: -12.84 / -12.82
Charge: +2
ΔE to the lowest compared entry with this formula, charge and spin in kcal/mol: 0.0
Strongest force on any atom in eV/Å: 0.46
2S+1: 2
DFT total energy in Eh: -4462.22651
Frontier orbital gap (spin up / spin down) in eV: 5.4 / 5.1


Computed, not measured: a molecular structure, C30H28BBr4Cl2F4N3O3SeSi2W, with ωB97M-V with the def2-TZVPD basis set.

Structure (XYZ):
```
79
Properties=species:S:1:pos:R:3:forces:R:3
W -0.447 -0.079 -0.301 0.511 -0.636 0.092
C 1.039 0.476 -3.633 0.096 0.064 -0.090
Si 1.598 0.710 -1.860 -0.081 -0.007 0.299
C 3.254 -0.183 -1.738 0.071 0.038 -0.152
C 2.040 2.522 -1.667 0.163 0.019 -0.096
C 3.131 3.080 -2.349 -0.008 -0.035 0.021
C 3.429 4.424 -2.230 -0.024 0.068 0.036
C 2.635 5.239 -1.426 0.071 -0.018 -0.052
C 1.551 4.700 -0.759 -0.028 -0.035 0.013
C 1.242 3.337 -0.873 -0.039 0.111 0.001
Si -0.294 2.599 -0.089 -0.115 -0.153 0.071
C -1.785 3.354 -0.914 0.051 0.147 0.000
C -0.287 3.331 1.652 -0.056 0.159 -0.018
H 1.809 0.964 -4.240 -0.029 -0.033 -0.056
H 0.090 0.961 -3.867 -0.004 0.016 0.035
H 0.983 -0.572 -3.930 0.014 -0.003 0.025
H 3.911 0.370 -2.417 0.032 -0.037 0.007
H 3.217 -1.214 -2.085 -0.020 -0.003 -0.004
H 3.730 -0.165 -0.756 -0.028 0.011 0.017
H 3.757 2.466 -2.987 -0.015 -0.014 0.013
H 4.274 4.844 -2.761 -0.002 0.003 0.001
H 2.865 6.293 -1.329 -0.006 0.001 0.001
H 0.937 5.355 -0.151 -0.013 -0.017 0.007
H -1.780 4.421 -0.665 -0.033 0.001 -0.030
H -2.718 2.914 -0.565 0.016 -0.016 0.032
H -1.743 3.256 -1.997 -0.007 0.008 -0.009
H -0.271 4.410 1.469 0.014 0.011 0.035
H 0.599 3.103 2.245 -0.003 -0.014 0.000
H -1.185 3.137 2.239 0.012 -0.032 -0.025
Br -2.939 -2.784 -6.289 0.000 -0.010 -0.016
C -2.627 -1.691 -4.789 -0.052 0.017 -0.056
C -3.424 -0.556 -4.565 -0.012 -0.050 -0.035
Br -4.854 -0.158 -5.721 -0.011 0.007 -0.017
C -3.168 0.283 -3.486 0.235 0.014 -0.001
Br -4.172 1.818 -3.117 -0.028 0.000 -0.005
C -2.117 -0.051 -2.642 -0.139 0.087 0.161
O -1.695 0.653 -1.582 -0.306 -0.070 0.165
C -1.396 -1.219 -2.795 0.028 -0.124 -0.178
O -0.537 -1.429 -1.816 -0.095 0.030 0.227
C -1.605 -2.026 -3.911 0.038 0.112 0.174
Br -0.446 -3.479 -4.177 -0.014 -0.020 -0.049
Cl -4.288 0.876 2.826 -0.022 -0.002 -0.045
C -2.629 0.773 3.256 0.117 -0.084 0.155
C -2.254 0.856 4.614 -0.083 -0.007 -0.058
C -0.944 0.867 4.994 0.115 -0.015 -0.036
Cl -0.517 1.009 6.671 -0.031 0.007 0.012
C 0.088 0.775 4.025 -0.064 0.008 0.054
C 1.471 0.899 4.261 0.056 0.005 0.081
C 2.344 0.860 3.206 -0.078 -0.029 -0.160
C 1.857 0.633 1.909 0.008 0.042 0.224
N 0.570 0.485 1.666 0.090 -0.040 -0.304
C -0.316 0.604 2.692 0.059 0.003 -0.036
C -1.668 0.647 2.278 -0.094 0.186 -0.068
O -1.890 0.683 0.988 -0.059 0.108 -0.176
H -3.035 0.941 5.357 0.014 0.000 0.014
H 1.828 1.052 5.270 -0.013 -0.002 0.004
H 3.407 0.986 3.347 -0.001 0.004 0.030
H 2.535 0.566 1.072 -0.032 -0.015 -0.042
F -1.996 -3.663 0.135 0.023 0.097 0.012
B -2.441 -2.467 0.654 -0.255 -0.062 0.079
F -1.150 -1.672 1.021 0.105 0.076 -0.297
F -3.070 -2.604 1.862 -0.004 0.032 -0.118
F -3.092 -1.689 -0.275 0.138 -0.099 0.174
C 0.663 -4.864 -1.028 -0.017 0.013 0.082
N 0.602 -4.619 0.407 0.040 -0.020 0.021
C 0.145 -5.517 1.337 -0.065 0.068 0.027
C 0.104 -4.868 2.522 -0.059 -0.047 -0.048
N 0.541 -3.586 2.292 0.064 0.008 0.016
C 0.589 -2.553 3.312 0.036 -0.036 -0.064
C 0.839 -3.435 0.991 -0.004 -0.058 -0.138
Se 1.633 -1.985 0.080 -0.187 0.216 0.067
H 0.373 -5.897 -1.199 -0.010 0.004 -0.034
H 1.673 -4.694 -1.393 -0.009 0.014 -0.030
H -0.031 -4.193 -1.526 0.049 -0.033 0.010
H -0.138 -6.518 1.069 0.007 -0.004 0.016
H -0.219 -5.191 3.495 0.013 -0.013 -0.002
H 0.816 -3.021 4.267 0.009 0.024 0.010
H -0.372 -2.049 3.361 -0.022 0.031 0.029
H 1.376 -1.847 3.055 -0.023 0.024 -0.006
```
Positions in Å, forces in eV/Å.

E_HOMO in eV: -7.80
Charge: 0
ΔE to the lowest compared entry with this formula, charge and spin in kcal/mol: 9.3
Strongest force on any atom in eV/Å: 0.82
DFT total energy in Eh: -16238.64415
Frontier orbital gap in eV: 6.7